[1]
Below is a structure of composition C4H9F in a non-equilibrium geometry, with properties calculated with ωB97M-V/def2-TZVPD.

```
! RIJCOSX wB97M-V def2-TZVPD def2/J DEFGRID3
* xyz 0 1
C -0.024 1.353 -0.047
C 0.076 -0.134 -0.410
C -1.329 -0.895 -0.100
C 1.210 -0.566 0.327
H 0.934 1.868 1.076
H -1.358 1.853 0.249
H 0.833 1.700 -1.173
H -0.136 -0.066 -1.536
H -1.536 -1.017 0.966
H -1.216 -2.078 -0.451
H -2.057 -0.236 -0.616
H 1.167 -1.695 0.701
H 1.024 0.295 1.341
F 2.411 -0.380 -0.328
*
```

Properties
LUMO   0.71 eV
HOMO-LUMO gap   10.254 eV
Relative energy (zero: lowest compared OMol25 entry of this formula, charge and spin)   737.31 kJ/mol
Molar mass   76.1 g/mol

Mulliken population analysis, charges in e, atoms 1 to 5: -0.8756 0.4145 -1.3635 -0.3932 0.2640


[2]
Below is the molecule C4H9F2NO2 in a non-equilibrium geometry, with properties calculated with ωB97M-V/def2-TZVPD.

```
! RIJCOSX wB97M-V def2-TZVPD def2/J DEFGRID3
* xyz 0 3
C 1.924 0.927 -1.324
C -1.040 -1.862 0.804
C 0.554 0.377 -1.163
C -0.922 -0.340 1.144
N 0.068 0.429 0.274
O -0.457 0.942 -1.915
O -0.600 -0.304 2.497
F -0.153 1.794 0.594
F -2.097 0.248 0.782
H 2.542 0.424 -2.201
H 1.836 1.938 -1.607
H 2.536 0.868 -0.467
H -0.089 -2.366 1.058
H -1.425 -1.985 -0.152
H -1.739 -2.394 1.522
H 0.385 -0.659 -1.383
H -0.965 1.420 -1.332
H -0.357 0.541 2.870
*
```

Properties
LUMO (alpha / beta)   0.86 / -1.38 eV
HOMO-LUMO gap (alpha / beta)   5.829 / 9.718 eV
Relative energy (zero: lowest compared OMol25 entry of this formula, charge and spin)   0.00 kJ/mol
Molar mass   141.1 g/mol

Mulliken population analysis, charges in e, atoms 1 to 5: -1.2810 -1.4353 0.3941 0.9130 -0.1486